1.
The following is a DFT calculation (ωB97M-V/def2-TZVPD) of a molecular structure, C28H51ClP2Ti.

Electronic energy (eV): -84078.1704
Energy relative to the best compared isomer or geometry (same formula, charge and spin) (kcal/mol): 0.0
Multiplicity: 1
Lowest unoccupied orbital energy (eV): -0.1827
Highest occupied orbital energy (eV): -7.656
HOMO-LUMO gap (eV): 7.5

Each line ends with the Löwdin charge.
Cartesian coordinates (Å):
Ti: -0.0284 -0.0086 0.0476  0.42
Cl: -0.0745 0.0371 -2.3008  0.11
P: -0.3660 -2.5084 -0.2447  0.97
C: 0.6758 -3.2473 -1.6004  -0.53
C: -0.1090 -3.6424 1.2021  -0.51
C: -2.1157 -2.6781 -0.8473  -0.54
C: 2.0589 -2.5900 -1.7043  -0.16
H: 0.1045 -2.9805 -2.5091  0.10
C: 0.8134 -4.7760 -1.5308  -0.12
H: 1.5443 -5.0841 -0.7677  0.08
H: 1.1831 -5.1265 -2.5034  0.08
H: -0.1397 -5.2841 -1.3360  0.05
H: 1.9881 -1.6108 -2.1837  0.02
H: 2.7165 -3.2260 -2.3117  0.08
H: 2.5294 -2.4470 -0.7233  0.05
H: -2.0582 -2.1067 -1.7924  0.08
C: -3.1622 -2.0117 0.0533  -0.13
C: -2.4835 -4.1326 -1.1568  -0.12
H: -1.9529 -4.5005 -2.0421  0.07
H: -3.5587 -4.1738 -1.3585  0.08
H: -2.2833 -4.7931 -0.2979  0.08
H: -2.7360 -1.2811 0.7530  0.01
H: -3.7343 -2.7484 0.6344  0.08
H: -3.8701 -1.4608 -0.5870  0.09
C: 1.3008 -3.4148 1.7516  -0.10
H: -0.1960 -4.6720 0.8092  0.10
C: -1.1518 -3.4243 2.2982  -0.09
H: 2.0844 -3.7714 1.0731  0.07
H: 1.4091 -3.9335 2.7098  0.09
H: 1.4800 -2.3478 1.9519  0.04
H: -1.2630 -2.3601 2.5481  0.05
H: -0.8168 -3.9287 3.2127  0.08
H: -2.1349 -3.8285 2.0226  0.07
H: 1.5330 -0.5033 0.1456  -0.07
H: -1.6032 0.4293 0.0388  -0.07
P: 0.3565 2.5221 -0.1961  0.98
C: -0.8183 3.3111 -1.4016  -0.53
C: 0.2652 3.5948 1.3133  -0.52
C: 2.0307 2.7064 -0.9798  -0.54
C: -2.2050 2.6563 -1.3905  -0.16
H: -0.3442 3.0860 -2.3754  0.10
C: -0.9497 4.8338 -1.2491  -0.12
H: -1.5910 5.1006 -0.3960  0.07
H: -1.4263 5.2211 -2.1592  0.08
H: 0.0181 5.3393 -1.1383  0.05
H: -2.1766 1.6715 -1.8624  0.02
H: -2.9052 3.2883 -1.9536  0.08
H: -2.5988 2.5305 -0.3734  0.06
H: 1.8639 2.1859 -1.9408  0.08
C: 3.1527 1.9765 -0.2296  -0.13
C: 2.3789 4.1724 -1.2591  -0.12
H: 1.7462 4.5880 -2.0515  0.07
H: 3.4210 4.2143 -1.5926  0.08
H: 2.2958 4.7930 -0.3533  0.08
H: 2.7895 1.3219 0.5750  0.01
H: 3.8761 2.6808 0.2043  0.08
H: 3.6909 1.3305 -0.9426  0.09
C: -1.1064 3.4224 1.9711  -0.10
H: 0.3816 4.6346 0.9549  0.10
C: 1.3913 3.2672 2.2967  -0.09
H: -1.8877 3.9999 1.4650  0.07
H: -1.0537 3.7462 3.0163  0.08
H: -1.4181 2.3690 1.9927  0.04
H: 1.4151 2.1965 2.5546  0.06
H: 1.2186 3.8141 3.2320  0.09
H: 2.3773 3.5551 1.9077  0.07
C: 2.9555 -0.2929 5.1899  -0.09
C: 3.2947 -0.2978 3.8256  -0.08
C: 2.3016 -0.2402 2.8583  -0.10
C: 0.9275 -0.1488 3.2097  -0.22
C: -0.1470 -0.0370 2.2602  -0.24
C: -1.4624 0.0771 2.6952  -0.21
C: -1.7861 0.0516 4.0703  -0.08
C: -0.7773 -0.0535 5.0028  -0.04
C: 0.5847 -0.1444 4.6184  -0.17
C: 1.6248 -0.2181 5.5723  -0.04
H: 3.7437 -0.3491 5.9439  0.10
H: 4.3414 -0.3527 3.5070  0.11
H: 2.5981 -0.2940 1.8098  0.05
H: -2.2946 0.2216 1.9960  0.06
H: -2.8316 0.1281 4.3640  0.10
H: -1.0185 -0.0569 6.0650  0.11
H: 1.3442 -0.2090 6.6238  0.11


2.
The following is a DFT calculation (ωB97M-V/def2-TZVPD) of a molecular structure, C2H3F4NdO.

Electronic energy (eV): -30294.3531
Multiplicity: 4
Total charge: +2
Lowest unoccupied orbital energy (spin up / spin down) (eV): -13.2006 / -11.4876
Highest occupied orbital energy (spin up / spin down) (eV): -19.539 / -19.599
HOMO-LUMO gap (spin up / spin down) (eV): 6.3 / 8.1

Each line ends with the Löwdin charge.
Cartesian coordinates (Å):
C: 3.6102 3.8651 -2.0869  -0.46
F: 3.9923 4.4577 -3.1979  0.21
F: 4.4722 2.9150 -1.8575  0.27
F: 3.6348 4.9341 -1.2842  0.18
F: 2.5191 3.2514 -0.3668  -0.44
C: 2.1738 2.2946 -4.1741  -0.08
O: 2.0814 3.0355 -2.9611  -0.42
Nd: 0.4048 3.6719 -1.2955  2.39
H: 3.0281 1.6043 -4.1201  0.12
H: 1.2947 1.6684 -4.3747  0.11
H: 2.2793 3.0328 -4.9824  0.11


3.
The following is a DFT calculation (ωB97M-V/def2-TZVPD) of 3 unconnected molecules or ions with the total composition C38H70N4O3.

Electronic energy (eV): -52642.1902
Multiplicity: 3
Lowest unoccupied orbital energy (spin up / spin down) (eV): 0.6794 / 0.5151
Highest occupied orbital energy (spin up / spin down) (eV): -7.903 / -7.904
HOMO-LUMO gap (spin up / spin down) (eV): 8.6 / 8.4

Each line ends with the Löwdin charge.
Cartesian coordinates (Å):
O: -0.8332 6.6143 -0.9237  0.09
C: -0.9464 5.4611 -0.5928  -0.47
N: 0.0865 4.5411 -0.5439  0.08
C: -0.1176 3.6245 0.5803  -0.16
C: -1.6017 3.8396 0.9770  -0.11
C: -2.1842 4.7129 -0.1456  -0.21
C: -2.7426 3.8578 -1.2950  -0.15
C: -3.8300 4.5431 -2.1326  -0.19
C: -4.8113 3.5292 -2.7290  -0.20
C: -5.9046 3.0660 -1.7404  -0.19
C: -6.2755 1.5664 -1.8160  -0.21
C: -6.1069 0.8012 -0.4983  -0.20
C: -4.6855 0.7136 0.0855  -0.20
C: -3.5857 0.2221 -0.8639  -0.22
C: -3.2414 -1.2539 -0.6788  -0.20
C: -2.0731 -1.7497 -1.5321  -0.19
C: -2.0470 -1.2621 -2.9827  -0.18
C: -1.3530 0.0780 -3.2179  -0.15
N: -0.0294 0.1307 -2.6422  -0.12
C: 0.4055 1.0883 -1.7609  -0.10
C: 1.7047 0.8043 -1.4126  -0.09
C: 2.0775 -0.3764 -2.1093  -0.09
C: 0.9868 -0.7631 -2.8536  -0.10
H: 0.9967 4.9664 -0.6426  0.14
H: 0.5438 3.8632 1.4154  0.11
H: 0.0904 2.5816 0.3352  0.08
H: -2.1429 2.9035 1.1009  0.10
H: -1.6326 4.3912 1.9172  0.11
H: -2.9605 5.3744 0.2313  0.15
H: -1.9202 3.5617 -1.9504  0.12
H: -3.1488 2.9384 -0.8770  0.08
H: -4.3877 5.2298 -1.4906  0.11
H: -3.3604 5.1295 -2.9237  0.12
H: -5.2880 3.9856 -3.5995  0.11
H: -4.2603 2.6617 -3.1048  0.10
H: -6.8053 3.6485 -1.9382  0.11
H: -5.5984 3.3160 -0.7200  0.10
H: -7.3222 1.4693 -2.1141  0.10
H: -5.7074 1.0996 -2.6208  0.09
H: -6.7328 1.3015 0.2467  0.11
H: -6.5132 -0.2079 -0.6068  0.11
H: -4.7220 0.0271 0.9367  0.11
H: -4.4144 1.6843 0.4989  0.09
H: -3.8678 0.4038 -1.9000  0.08
H: -2.6698 0.7984 -0.6900  0.10
H: -4.1274 -1.8702 -0.8674  0.12
H: -2.9974 -1.3967 0.3781  0.11
H: -1.1299 -1.5218 -1.0310  0.11
H: -2.1322 -2.8406 -1.5736  0.11
H: -3.0678 -1.1802 -3.3669  0.11
H: -1.5489 -2.0225 -3.5888  0.10
H: -1.3113 0.2832 -4.2907  0.13
H: -1.9221 0.8880 -2.7588  0.09
H: -0.2425 1.9011 -1.4705  0.08
H: 2.3187 1.3777 -0.7378  0.09
H: 3.0270 -0.8848 -2.0665  0.09
H: 0.8673 -1.6014 -3.5212  0.11
C: 6.6787 -5.9291 -4.1783  -0.03
C: 6.3252 -4.6569 -3.3978  -0.49
C: 6.7282 -4.7805 -1.9255  -0.13
C: 5.8181 -5.7019 -1.1162  -0.17
C: 4.3584 -5.2742 -1.2534  -0.13
C: 3.8902 -5.1897 -2.7074  -0.49
N: 4.8617 -4.3411 -3.4772  -0.10
O: 4.6175 -3.0894 -3.3641  -0.03
C: 3.7403 -6.5945 -3.3131  -0.03
C: 2.5279 -4.5101 -2.7829  -0.04
C: 7.0838 -3.5068 -4.0474  -0.04
H: 6.2088 -6.8301 -3.8007  0.05
H: 6.4028 -5.8165 -5.2276  0.09
H: 7.7565 -6.0851 -4.1254  0.09
H: 6.7098 -3.7832 -1.4757  0.12
H: 7.7631 -5.1277 -1.8837  0.12
H: 5.9496 -6.7410 -1.4298  0.10
H: 6.1083 -5.6630 -0.0648  0.11
H: 3.7001 -5.9659 -0.7223  0.13
H: 4.2318 -4.2922 -0.7872  0.13
H: 3.6996 -6.5466 -4.4017  0.09
H: 2.8060 -7.0308 -2.9599  0.08
H: 4.5308 -7.2818 -3.0254  0.06
H: 2.5297 -3.5360 -2.3008  0.06
H: 1.7969 -5.1434 -2.2789  0.09
H: 2.2174 -4.3794 -3.8206  0.09
H: 6.7394 -3.3393 -5.0678  0.09
H: 8.1429 -3.7673 -4.0768  0.09
H: 6.9696 -2.5790 -3.4937  0.08
C: 1.1766 1.1607 6.8214  -0.03
C: 0.9874 1.7991 5.4399  -0.49
C: 0.6409 3.2862 5.5592  -0.13
C: -0.7868 3.5477 6.0336  -0.17
C: -1.7919 2.8171 5.1461  -0.13
C: -1.5218 1.3150 5.0386  -0.48
N: -0.0856 1.1123 4.6485  -0.10
O: 0.0968 1.2040 3.3845  -0.03
C: -1.8729 0.6032 6.3547  -0.03
C: -2.3852 0.7024 3.9423  -0.04
C: 2.2999 1.6328 4.6849  -0.04
H: 0.3085 1.2284 7.4672  0.05
H: 1.4410 0.1077 6.7170  0.09
H: 1.9952 1.6674 7.3331  0.09
H: 0.7778 3.7544 4.5790  0.12
H: 1.3624 3.7510 6.2346  0.12
H: -0.9031 3.2490 7.0788  0.10
H: -0.9877 4.6199 6.0004  0.11
H: -2.8101 2.9555 5.5176  0.13
H: -1.7574 3.2511 4.1415  0.11
H: -1.4185 -0.3872 6.3945  0.10
H: -2.9544 0.4798 6.4095  0.09
H: -1.5793 1.1556 7.2427  0.06
H: -2.2510 1.2076 2.9893  0.06
H: -3.4318 0.7892 4.2363  0.09
H: -2.1492 -0.3535 3.8051  0.10
H: 2.5146 0.5800 4.5022  0.09
H: 3.1022 2.0499 5.2953  0.09
H: 2.2887 2.1478 3.7282  0.08


4.
The following is a DFT calculation (ωB97M-V/def2-TZVPD) of a single CH6BNO molecule.

Electronic energy (eV): -5346.8157
Energy relative to the best compared isomer or geometry (same formula, charge and spin) (kcal/mol): 82.0
Multiplicity: 1
Lowest unoccupied orbital energy (eV): 0.7808
Highest occupied orbital energy (eV): -9.763
HOMO-LUMO gap (eV): 10.5
SMILES: CBON

Each line ends with the Löwdin charge.
Cartesian coordinates (Å):
C: 1.4378 0.4187 -0.1657  -0.02
B: 0.0424 -0.1046 -0.3007  -0.39
O: -1.0486 0.4270 0.2376  -0.03
N: -2.3444 0.1267 -0.1789  0.04
H: 2.1269 -0.1105 0.3263  0.03
H: 1.3923 1.3522 0.3679  0.08
H: 1.7934 0.5283 -1.1066  0.04
H: -0.0061 -1.0079 -0.9815  0.08
H: -2.9538 0.2422 0.5879  0.06
H: -2.3947 -0.9331 -0.3715  0.12


5.
The following is a DFT calculation (ωB97M-V/def2-TZVPD) of a molecular structure, C15H17N5O5PPd.

Electronic energy (eV): -46279.7004
Multiplicity: 1
Total charge: +1
Lowest unoccupied orbital energy (eV): -3.4590
Highest occupied orbital energy (eV): -12.045
HOMO-LUMO gap (eV): 8.6

Each line ends with the Löwdin charge.
Cartesian coordinates (Å):
Pd: 1.6222 0.7554 0.8817  1.03
O: -0.9683 3.8595 1.6402  0.10
C: -0.5775 2.7247 1.5355  -0.67
O: 0.6724 2.4225 1.3235  -0.19
C: -1.6246 1.5980 1.7191  -0.14
P: -1.1561 0.0396 0.9974  0.81
C: -2.3549 -1.2568 1.2355  -0.29
C: -2.2909 -2.0010 2.4155  -0.07
C: -3.2266 -2.9926 2.6553  -0.06
C: -4.2289 -3.2367 1.7248  -0.06
C: -4.2987 -2.4932 0.5551  -0.06
C: -3.3644 -1.5005 0.3062  -0.07
C: -0.9141 0.2037 -0.7782  -0.31
C: -0.5157 -0.9447 -1.4773  -0.10
C: -0.2461 -0.8792 -2.8313  -0.07
C: -0.3883 0.3309 -3.5050  -0.06
C: -0.7990 1.4658 -2.8259  -0.05
C: -1.0623 1.4075 -1.4637  -0.05
H: -2.5905 1.9647 1.3751  0.12
H: -1.7021 1.4088 2.7935  0.12
H: -1.5020 -1.8094 3.1324  0.11
H: -3.1766 -3.5732 3.5662  0.11
H: -4.9601 -4.0116 1.9127  0.11
H: -5.0814 -2.6861 -0.1658  0.11
H: -3.4214 -0.9242 -0.6092  0.11
H: -0.4384 -1.8937 -0.9563  0.11
H: 0.0548 -1.7681 -3.3696  0.11
H: -0.1895 0.3815 -4.5675  0.11
H: -0.9177 2.4028 -3.3524  0.12
H: -1.3680 2.3068 -0.9477  0.12
N: 2.7474 -0.9236 0.5714  -0.03
N: 3.8973 -0.6363 -0.1864  0.02
C: 4.1805 0.6728 -0.4744  -0.38
N: 5.3391 0.8931 -1.0716  0.22
N: 3.2258 1.5490 -0.1655  0.04
N: 3.3475 2.9031 -0.5931  -0.39
O: 2.3515 3.5440 -0.5055  0.14
O: 4.4279 3.2982 -1.0049  0.07
H: 2.9958 -1.2607 1.5004  0.13
H: 2.1921 -1.6307 0.0950  0.12
H: 4.6637 -1.2877 -0.1111  0.16
H: 5.9237 0.1286 -1.3637  0.14
H: 5.5646 1.8483 -1.3167  0.11
O: 0.1577 -0.3990 1.7066  -0.44


6.
The following is a DFT calculation (ωB97M-V/def2-TZVPD) of 2 unconnected molecules or ions with the total composition C6H12O.

Electronic energy (eV): -8462.3817
Energy relative to the best compared isomer or geometry (same formula, charge and spin) (kcal/mol): 45.5
Multiplicity: 1
Lowest unoccupied orbital energy (eV): 0.8174
Highest occupied orbital energy (eV): -8.632
HOMO-LUMO gap (eV): 9.4
SMILES: C=C/C(C)=C/C.O

Each line ends with the Löwdin charge.
Cartesian coordinates (Å):
C: 1.2832 1.5782 1.4063  0.01
C: 0.4364 1.8222 0.4091  -0.15
C: -0.2013 0.7124 -0.3406  -0.37
C: -0.1719 0.7530 -1.8015  -0.07
C: -0.9889 -0.1010 0.3677  -0.11
C: -1.8795 -1.2679 -0.1409  -0.08
H: 1.4845 0.5410 1.6784  0.05
H: 1.7095 2.3836 1.9926  0.05
H: -0.0462 2.7736 0.1767  0.11
H: -0.6869 1.5479 -2.3431  0.08
H: -0.5409 -0.2023 -2.1801  0.07
H: 0.8891 1.0055 -2.0928  0.10
H: -0.9699 -0.0923 1.4545  0.10
H: -2.7072 -1.2429 0.5850  0.07
H: -1.2862 -2.1742 -0.0614  0.06
H: -2.2326 -1.1771 -1.1612  0.06
O: 1.5772 -2.3873 0.7927  -0.05
H: 2.1410 -1.6568 1.0700  0.02
H: 2.1906 -2.8157 0.1887  0.04